This record from the OMol25 dataset describes C30H45HoNO3P2S as an isolated structure. The level of theory is ωB97M-V/def2-TZVPD.

Element x y z (Å)
Ho: -0.32505 0.51695 0.20002
C: -1.02016 -1.78166 1.12847
C: 0.28223 -1.99314 0.57433
C: 0.50122 -0.56540 2.38567
C: -0.87817 -0.93662 2.27872
C: 1.21571 -1.21218 1.32588
C: -2.28049 -2.45555 0.70386
H: -2.19177 -2.82201 -0.32741
H: -3.13235 -1.75848 0.74196
H: -2.52034 -3.31192 1.35466
C: -1.93105 -0.63894 3.28550
H: -2.92206 -0.81003 2.85308
H: -1.86316 0.41015 3.59958
H: -1.82921 -1.25636 4.19342
C: 1.11144 0.21958 3.49227
H: 1.30173 -0.39884 4.38537
H: 0.45002 1.04664 3.77953
H: 2.05889 0.66222 3.16514
C: 2.69844 -1.25661 1.20797
H: 3.11113 -1.96030 1.94695
H: 3.14784 -0.27190 1.39432
H: 3.01287 -1.58394 0.21104
C: 0.64569 -3.04635 -0.40948
H: 0.88060 -3.98489 0.11868
H: 1.53053 -2.76364 -0.99251
H: -0.17463 -3.25130 -1.10615
C: -1.78221 1.46821 -6.53012
C: -1.90940 0.13909 -6.64646
C: -1.07496 -0.76776 -7.49256
C: 0.34488 -0.27765 -7.87351
C: 1.19785 0.17264 -6.72418
C: 1.26800 1.41019 -6.20799
C: 0.51193 2.60316 -6.69656
C: -0.87198 2.34316 -7.33733
H: -1.61837 -0.99927 -8.42598
H: 0.28398 0.45480 -8.69037
H: -0.95804 -1.73149 -6.96892
H: -0.75342 1.99852 -8.37376
H: -2.45926 2.02397 -5.86890
H: -2.76814 -0.35172 -6.16867
H: -1.36790 3.32666 -7.39467
H: 0.36197 3.29642 -5.85264
H: 2.03041 1.63488 -5.45314
H: 1.12352 3.15385 -7.43383
H: 0.85503 -1.15992 -8.29665
H: 1.88274 -0.60368 -6.35964
P: -1.38913 0.30712 -2.37113
C: -2.86885 1.32680 -2.68846
C: -1.54495 -1.03334 -3.58157
P: 1.49478 0.98278 -1.95637
C: 0.01444 1.33097 -3.07808
C: 2.39246 -0.22332 -3.00596
C: 2.60712 2.42493 -2.11578
H: -2.94904 2.07034 -1.87831
H: -3.74558 0.66046 -2.65322
H: -2.78662 1.81825 -3.67120
H: -1.58022 -0.61063 -4.58992
H: -2.48141 -1.57512 -3.39178
H: -0.70541 -1.73625 -3.52052
H: 2.89494 2.51823 -3.17356
H: 3.48355 2.20597 -1.48378
H: 2.12629 3.34214 -1.74638
H: -0.22274 2.40330 -3.06835
H: 0.24149 1.00397 -4.10433
H: 3.38434 -0.38640 -2.56269
H: 2.50277 0.17530 -4.02720
H: 1.87096 -1.18886 -3.03982
O: -2.02960 1.73969 1.08610
C: -1.23598 2.72124 1.37672
N: 0.02610 2.66239 0.89596
S: 1.05626 3.89809 1.40042
O: 2.15858 3.28360 2.09886
O: 1.28752 4.75855 0.26484
C: -0.19888 4.49010 2.50560
C: -0.00730 5.32920 3.59990
C: -1.07580 5.49668 4.49567
C: -2.32014 4.90050 4.22887
C: -2.49888 4.05987 3.13784
C: -1.40861 3.83319 2.29743
H: 0.94770 5.82639 3.74728
H: -0.93906 6.10091 5.39745
H: -3.14865 5.09299 4.91333
H: -3.44630 3.55993 2.91833

Summary:
M (g/mol): 726.64
HOMO level (alpha / beta) (eV): -10.57 / -10.56
Charge: +1
Maximum force (eV Å⁻¹): 2.02
2S+1: 5
Orbital gap (alpha / beta) (eV): 7.496 / 7.512